No. 1
20
Properties=species:S:1:pos:R:3:forces:R:3:lowdin_charge:R:1 method="wB97M-V/def2-TZVPD" gap_ev=10.34 smiles="C=C(C)CCN.O" de_lowest_ev=2.629 charge=0 e_tot_ha=-328.22222
O -1.84270 -4.61594 4.60053 4.465 1.808 -2.937 -0.04
N -0.80576 -0.98683 -1.50078 0.439 3.075 -1.054 -0.01
C 0.06341 1.46999 -1.63117 1.726 0.657 -1.570 -0.23
C -1.13781 0.52072 -1.87853 -0.134 -0.789 1.611 -0.23
C 1.04854 1.24623 -0.50562 1.897 -0.857 1.705 -0.37
C 0.52972 1.57968 0.95404 1.392 -0.145 -2.361 -0.05
C 2.33970 0.74527 -0.67814 -3.368 0.762 1.322 0.03
H -0.33722 0.98166 1.05468 -1.138 -0.607 0.405 0.05
H 2.90018 0.59754 0.29562 -0.208 0.025 -1.786 0.07
H 0.19338 2.63169 0.87694 0.490 -0.387 0.880 0.08
H -2.35910 -4.84078 5.29523 -2.351 -1.040 3.561 -0.04
H 2.59855 0.38904 -1.68251 0.528 0.216 0.628 0.06
H -0.71721 -1.46372 -2.41351 0.329 0.167 0.874 0.05
H -1.33759 0.70946 -2.93612 -0.458 -0.649 0.119 0.09
H -0.31481 2.50178 -1.63393 -0.108 -0.118 0.483 0.11
H -2.04232 0.85694 -1.25935 1.278 -0.551 -0.875 0.11
H 0.14570 -0.80331 -1.09750 -0.899 -1.168 -0.621 0.04
H -0.95283 -4.29525 4.95757 -2.115 -0.771 -0.622 0.08
H 1.26671 1.24078 1.72396 -0.613 0.975 -0.555 0.08
H 0.76144 1.53508 -2.54139 -1.151 -0.603 0.791 0.12

---

No. 2
14
Properties=species:S:1:pos:R:3:forces:R:3:lowdin_charge:R:1 method="wB97M-V/def2-TZVPD" gap_ev=10.78 de_lowest_ev=1.462 charge=0 e_tot_ha=-324.67073
O 1.39372 0.35887 -1.01189 0.074 -0.347 -0.301 -0.01
N 1.74839 -1.75391 -0.07069 -0.061 0.321 -0.119 0.17
C -0.41817 -0.63095 0.01953 -0.311 -0.471 2.920 -0.19
C 1.00811 -0.76815 -0.33227 0.204 -0.135 -0.221 -0.43
C -0.87200 0.71324 -0.42686 -0.110 -0.058 -0.339 -0.23
C 0.40022 1.36041 -0.85102 0.502 1.846 1.256 -0.16
C -1.37572 -0.52432 -1.10544 -0.255 0.103 -0.551 -0.04
H -2.41913 -0.75832 -0.93636 0.119 -0.093 0.039 0.11
H 2.69537 -1.58340 -0.40902 -0.017 -0.011 0.040 0.06
H -0.99745 -0.79849 -2.08589 -0.060 0.067 0.075 0.12
H 0.71548 1.99058 0.06690 -0.334 -0.474 -1.606 0.15
H 0.33721 1.97076 -1.75391 0.248 -0.049 0.086 0.13
H -0.63841 -0.88195 1.08349 -0.209 -0.516 -1.274 0.17
H -1.57291 1.30481 0.15459 0.209 -0.184 -0.005 0.14